1.
This record from the Open Molecules 2025 dataset describes a 8-piece molecular cluster, C30H44F7N3O24P overall. The level of theory is wB97M-V/def2-TZVPD.

ORCA input file:
```
! RIJCOSX wB97M-V def2-TZVPD def2/J DEFGRID3
* xyz 1 1
C 0.4266 -1.7696 0.6917
C -0.2869 -0.6512 -0.1889
O -1.0533 -1.2578 -1.2739
C 0.7305 0.4104 -0.7742
O 0.1062 1.5593 -1.3964
N -0.7641 2.1819 -0.5574
C -0.4315 3.6174 -0.3304
C 0.4397 3.6646 1.0119
C -0.4431 3.2698 2.2928
O -1.6332 4.0740 2.3740
C -2.1332 1.9809 -0.9541
N -2.4953 1.6260 -2.3058
N -3.1144 2.0775 -0.0576
P -4.8457 1.8567 -0.5109
C -5.8594 3.3902 -0.1105
C -5.3667 0.3739 0.5353
H 0.3098 -1.5445 1.7966
H 1.5246 -1.7661 0.4390
H -0.0518 -2.7701 0.5141
H -1.0658 -0.1618 0.4792
H -1.9689 -1.4057 -0.9903
H 1.5148 0.7396 -0.0326
H 1.2938 -0.1237 -1.6042
H -1.3321 4.2913 -0.2918
H 0.2521 3.9743 -1.1669
H 0.9433 4.6598 1.1727
H 1.2426 2.8612 0.9569
H 0.1816 3.5084 3.2078
H -0.6228 2.1591 2.3032
H -1.5136 4.9219 1.9090
H -1.7458 1.8730 -2.9545
H -2.7167 0.6239 -2.3303
H -2.8656 2.3056 0.9206
H -6.7688 3.0848 0.4965
H -5.2852 4.2450 0.3424
H -6.2792 3.7707 -1.0964
H -5.0563 0.5847 1.6124
H -6.4690 0.1476 0.4724
H -4.7219 -0.5049 0.2153
C 0.1290 8.3761 3.7350
C 0.0550 7.1086 2.9412
O 1.3294 6.5312 3.1342
C 1.7451 6.9610 4.3619
O 2.6405 6.4723 4.9713
O 1.0003 8.0107 4.8016
F -0.1069 7.3673 1.6163
H 0.5704 9.2006 3.1693
H -0.8439 8.6910 4.1123
H -0.7179 6.4113 3.2778
C -1.3948 -5.4397 -1.5201
C -1.9701 -5.4154 -0.1396
O -2.7094 -6.6175 -0.0797
C -2.0735 -7.4835 -0.9214
O -2.2463 -8.6584 -0.9281
O -1.2092 -6.8318 -1.7482
F -2.8259 -4.3683 0.0129
H -2.0805 -5.0375 -2.2672
H -0.4486 -4.9011 -1.5857
H -1.2214 -5.4023 0.6578
C 0.2419 -7.7649 -5.6120
C 1.2152 -6.7125 -5.1799
O 0.4122 -5.5463 -5.1143
C -0.8408 -5.9805 -4.8167
O -1.7211 -5.2709 -4.4195
O -0.9717 -7.3146 -5.0158
F 2.1789 -6.5243 -6.1111
H 0.1205 -7.8050 -6.6975
H 0.5124 -8.7572 -5.2523
H 1.6754 -6.8964 -4.2055
C 0.0540 2.7128 6.0986
C -0.5286 2.7275 7.4782
O -1.2511 1.5115 7.5294
C -0.6002 0.6586 6.6898
O -0.7570 -0.5197 6.6770
O 0.2593 1.3242 5.8677
F -1.3973 3.7562 7.6312
H -0.6358 3.1076 5.3474
H 0.9932 3.2638 6.0374
H 0.2133 2.7491 8.2807
C -2.9056 -4.5531 -7.5575
C -4.2051 -3.9016 -7.9173
O -4.3187 -4.1604 -9.3025
C -3.6548 -5.3327 -9.5149
O -3.7618 -5.9941 -10.4961
O -2.8581 -5.6546 -8.4578
F -4.1485 -2.5582 -7.7296
H -2.0450 -3.9023 -7.7349
H -2.8807 -4.8916 -6.5218
H -5.0741 -4.3102 -7.3945
C 5.7685 -1.8261 2.5316
C 4.4663 -1.1786 2.1769
O 4.3421 -1.4331 0.7912
C 5.0092 -2.6063 0.5782
O 4.8954 -3.2682 -0.4031
O 5.8103 -2.9266 1.6284
F 4.5223 0.1644 2.3647
H 6.6257 -1.1722 2.3507
H 5.7987 -2.1652 3.5668
H 3.6016 -1.5913 2.7045
C 6.6629 4.3416 1.5551
C 5.9550 3.1259 1.0392
O 6.7637 2.0641 1.5042
C 7.3397 2.5169 2.6536
O 7.8666 1.8160 3.4567
O 7.2297 3.8674 2.7711
F 5.9451 3.1029 -0.3169
H 7.4608 4.6772 0.8879
H 5.9840 5.1748 1.7375
H 4.9359 3.0035 1.4173
*
```

Gap between HOMO and LUMO   8.375 eV

---

2.
This record from the Open Molecules 2025 dataset describes C30H45BrCuN2P2S as an isolated structure. The level of theory is wB97M-V/def2-TZVPD.

ORCA input file:
```
! RIJCOSX wB97M-V def2-TZVPD def2/J DEFGRID3
* xyz 2 2
N -4.8145 -0.7104 3.0330
C -3.8798 0.0520 3.6110
C -2.9677 0.7950 2.8633
C -2.9323 0.6353 1.4566
C -3.9790 -0.1114 0.8627
C -4.8898 -0.7634 1.7015
C -1.8680 1.2080 0.6752
Cu 0.0584 -0.1911 -0.0414
P 1.8691 0.5853 -1.1098
C -1.7613 1.0276 -0.7110
C -1.3298 2.1090 -1.5941
C -1.6537 2.0706 -2.9689
C -1.1869 3.0550 -3.8333
C -0.3864 4.0780 -3.3172
C -0.1541 4.2092 -1.9466
C -0.6333 3.2225 -1.0810
Br 0.4739 5.2983 -4.5179
H -1.1977 1.8881 1.2048
H -2.3144 0.2217 -1.1959
H -2.2960 1.5011 3.3546
H -4.1093 -0.1828 -0.2220
H -3.8641 0.0953 4.7031
H -5.7060 -1.3538 1.2668
H -2.2929 1.2682 -3.3415
H -0.4825 3.3377 -0.0107
H -1.4172 3.0211 -4.8941
H 0.3974 5.0619 -1.5609
P -0.4371 -2.3559 -0.3948
C 2.6022 2.1283 -0.4210
C 3.3873 3.0465 -1.3558
H 3.2317 1.8078 0.4229
H 1.7606 2.6885 0.0132
H 3.7604 3.9094 -0.7880
H 4.2663 2.5549 -1.7888
H 2.7700 3.4521 -2.1680
C 1.5670 1.0031 -2.8824
C 2.7257 0.9253 -3.8688
H 1.1156 2.0058 -2.8854
H 0.7693 0.3224 -3.2130
H 2.3531 1.1724 -4.8716
H 3.5211 1.6444 -3.6429
H 3.1536 -0.0823 -3.9251
C 3.2448 -0.6324 -1.1335
C 4.6627 -0.1099 -1.3527
H 2.9836 -1.3750 -1.9047
H 3.1912 -1.1555 -0.1674
H 5.3646 -0.9536 -1.3285
H 4.7864 0.3776 -2.3265
H 4.9631 0.5923 -0.5660
C 0.5016 -3.7539 0.3589
C 2.0147 -3.6684 0.2388
H 0.1205 -4.6596 -0.1425
H 0.2151 -3.8070 1.4168
H 2.4604 -4.5686 0.6775
H 2.3429 -3.6136 -0.8056
H 2.4261 -2.8137 0.7863
C -0.2957 -2.7770 -2.1813
C -1.1758 -1.9207 -3.0908
H -0.5608 -3.8435 -2.2617
H 0.7678 -2.6645 -2.4483
H -0.9649 -2.1602 -4.1403
H -2.2433 -2.1036 -2.9159
H -0.9957 -0.8456 -2.9553
C -2.1213 -3.0072 -0.0336
C -2.4500 -3.2248 1.4410
H -2.1828 -3.9634 -0.5780
H -2.8397 -2.3104 -0.4911
H -3.5169 -3.4589 1.5405
H -1.8960 -4.0654 1.8752
H -2.2453 -2.3340 2.0490
S 0.4486 -1.0997 2.2972
C 0.1690 -0.2682 3.7470
N -0.7292 -0.7770 4.6753
C -0.9031 -0.2516 5.9250
C -0.1438 0.8324 6.3189
C 0.7449 1.4082 5.4005
C 0.8833 0.8807 4.1213
H -1.2598 -1.5979 4.3958
H -1.6421 -0.7444 6.5524
H -0.2547 1.2298 7.3317
H 1.3413 2.2751 5.6886
H 1.5594 1.2822 3.3691
*
```

⟨S²⟩   0.76
Energy relative to the best compared isomer or geometry (same formula, charge and spin)   0.0 kJ/mol
Gap between HOMO and LUMO (alpha / beta)   7.073 / 4.508 eV

---

3.
This record from the Open Molecules 2025 dataset describes C30H45FeNO2P2S2 as an isolated structure. The level of theory is wB97M-V/def2-TZVPD.

ORCA input file:
```
! RIJCOSX wB97M-V def2-TZVPD def2/J DEFGRID3
* xyz 1 6
Fe 0.1646 -0.6850 -2.3698
C -0.6335 -2.8008 0.8828
C 0.6030 -3.0602 0.2317
C 1.0496 -1.8971 2.1616
C -0.3563 -2.0716 2.0750
C 1.6439 -2.5012 1.0229
C -1.9496 -3.3210 0.4625
H -1.9833 -3.4702 -0.6255
H -2.7684 -2.6471 0.7484
H -2.1539 -4.2981 0.9329
C -1.3610 -1.6044 3.0528
H -2.1642 -2.3470 3.1717
H -1.8231 -0.6516 2.7399
H -0.9000 -1.4369 4.0354
C 1.7993 -1.2450 3.2541
H 1.1716 -1.1285 4.1457
H 2.1552 -0.2441 2.9589
H 2.6808 -1.8439 3.5299
C 3.0940 -2.5561 0.7574
H 3.6345 -2.8914 1.6592
H 3.4922 -1.5589 0.4888
H 3.3169 -3.2503 -0.0623
C 0.7558 -3.8711 -0.9932
H 0.6640 -4.9492 -0.7762
H 1.7376 -3.7144 -1.4583
H -0.0196 -3.6240 -1.7395
C -1.0008 0.0279 -3.5892
C -0.8117 -1.4048 -3.7934
C 0.1488 -1.9869 -4.8104
C 1.6152 -1.5630 -4.4785
C 1.7790 -1.2608 -2.9876
C 2.1624 0.1413 -2.6009
C 1.2007 1.3080 -2.9114
C 0.0243 1.0806 -3.9275
H -0.1005 -1.6924 -5.8470
H 1.9062 -0.6937 -5.1014
H 0.0733 -3.0875 -4.7874
H 0.4397 0.9493 -4.9407
H -1.9944 0.4116 -3.3377
H -1.6623 -2.0619 -3.5706
H -0.5256 2.0400 -3.9522
H 0.8413 1.8460 -2.0146
H 3.1051 0.3572 -3.1516
H 1.8285 2.0480 -3.4331
H 2.2917 -2.3968 -4.7349
H 2.2527 -2.0667 -2.4092
P -3.5010 0.9438 0.6196
C -4.0023 2.4029 -0.3888
C -4.2758 -0.3880 -0.4018
P 3.4031 0.4895 -0.9264
C -1.7564 0.7079 -0.0085
C 5.0763 0.0740 -1.5591
C 3.5309 2.3097 -0.9973
H -3.2054 3.1556 -0.2973
H -4.9186 2.8179 0.0513
H -4.1669 2.1089 -1.4313
H -5.0757 0.0397 -1.0226
H -4.7082 -1.1206 0.2979
H -3.5337 -0.8958 -1.0363
H 3.4628 2.6739 -2.0297
H 4.4874 2.6044 -0.5491
H 2.7102 2.7304 -0.4032
H -1.7183 1.1106 -1.0410
H -1.5365 -0.3799 -0.0200
H 5.7955 0.3039 -0.7583
H 5.3057 0.6654 -2.4600
H 5.1216 -1.0006 -1.7877
O -4.1224 3.9561 2.5885
S -2.7449 4.3823 2.4738
O -2.4548 5.7769 2.2601
N -1.9451 3.4227 1.3514
C -1.0427 2.6344 1.8732
S -0.3275 1.4305 0.8473
C -0.8594 2.7662 3.3138
C -0.1081 2.0009 4.2197
C -0.2867 2.2083 5.5920
C -1.1964 3.1766 6.0538
C -1.9524 3.9383 5.1503
C -1.7698 3.7137 3.7935
H 0.6034 1.2753 3.8241
H 0.2892 1.6153 6.3070
H -1.3258 3.3335 7.1266
H -2.6752 4.6894 5.4665
*
```

⟨S²⟩   8.82
Energy relative to the best compared isomer or geometry (same formula, charge and spin)   519.3 kJ/mol
Gap between HOMO and LUMO (alpha / beta)   5.777 / 4.322 eV

---

4.
This record from the Open Molecules 2025 dataset describes a 7-piece molecular cluster, C30H45N10OP2S overall. The level of theory is wB97M-V/def2-TZVPD.

ORCA input file:
```
! RIJCOSX wB97M-V def2-TZVPD def2/J DEFGRID3
* xyz 1 1
N 1.2924 -1.6678 -2.0905
P -0.1777 -2.0781 -2.3931
C -0.7722 -3.4122 -1.3230
C -0.3297 -4.6924 -1.3568
P 0.9009 -5.4689 -2.4290
S 0.4081 -7.2495 -2.9720
N -1.0235 -5.3759 -0.3825
C -1.8449 -4.5391 0.2354
N -1.7139 -3.3335 -0.3042
C -2.4934 -2.1574 0.1483
C -3.9779 -2.2481 -0.2568
O -4.7632 -2.7064 0.8319
C -4.5072 -0.9332 -0.8509
N -4.2478 -0.7376 -2.2701
H 1.3953 -0.6878 -1.8506
H -1.1428 -1.0677 -2.2734
H -0.3164 -2.6260 -3.6766
H 2.0866 -5.3572 -1.6887
H 0.9595 -4.5768 -3.5081
H -0.9139 -6.3665 -0.1906
H -2.5241 -4.7922 1.0382
H -2.0050 -1.2619 -0.2364
H -2.4103 -2.1701 1.2370
H -4.0669 -3.0296 -1.0216
H -4.5519 -2.2097 1.6327
H -4.1199 -0.0676 -0.3023
H -5.5919 -0.9645 -0.7212
H -3.2594 -0.6797 -2.4850
H -4.6300 -1.4986 -2.8209
N -0.7318 2.2235 -0.6463
C -0.5560 1.2174 0.2609
C -1.5947 1.2684 1.1547
C -2.4320 2.3508 0.7680
C -1.8714 2.9202 -0.3458
H -0.1109 2.4160 -1.4128
H 0.2907 0.5517 0.2055
H -1.7316 0.6082 1.9967
H -3.3366 2.6737 1.2568
H -2.1865 3.7578 -0.9447
N -3.6994 5.3409 2.6941
C -3.5331 4.3115 3.5798
C -4.5777 4.3458 4.4644
C -5.4088 5.4392 4.0952
C -4.8398 6.0327 3.0011
H -3.0749 5.5583 1.9398
H -2.6876 3.6488 3.5082
H -4.7305 3.6662 5.2861
H -6.3172 5.7544 4.5801
H -5.1472 6.8848 2.4198
N 0.6526 -0.9057 4.5469
C 0.6911 -1.4568 3.2951
C 1.7773 -0.9347 2.6405
C 2.4142 -0.0307 3.5298
C 1.6962 -0.0352 4.6957
H -0.0358 -1.1031 5.2498
H -0.0527 -2.1705 2.9815
H 2.0850 -1.1696 1.6339
H 3.2953 0.5553 3.3296
H 1.8368 0.5048 5.6165
N 1.0892 2.9373 -3.9282
C 2.2428 2.5903 -4.5778
C 2.0115 1.4245 -5.2542
C 0.6655 1.0469 -5.0007
C 0.1201 1.9986 -4.1766
H 0.9755 3.7673 -3.3748
H 3.1220 3.2079 -4.5160
H 2.7230 0.9057 -5.8737
H 0.1536 0.1841 -5.3951
H -0.8726 2.0969 -3.7680
N 3.6254 3.7612 4.7251
C 4.3318 4.8795 4.3738
C 3.7463 5.4116 3.2575
C 2.6411 4.5813 2.9233
C 2.5926 3.5716 3.8472
H 3.8367 3.1714 5.5084
H 5.1852 5.2007 4.9455
H 4.0715 6.2978 2.7393
H 1.9589 4.7119 2.0997
H 1.9141 2.7429 3.9517
N 4.1879 -4.0976 -3.2350
C 5.3314 -3.3463 -3.2643
C 6.3467 -4.1507 -3.7047
C 5.7960 -5.4374 -3.9546
C 4.4619 -5.3752 -3.6592
H 3.2911 -3.7513 -2.9495
H 5.3225 -2.3111 -2.9705
H 7.3729 -3.8521 -3.8357
H 6.3205 -6.3066 -4.3135
H 3.6929 -6.1294 -3.7195
*
```

Energy relative to the best compared isomer or geometry (same formula, charge and spin)   0.0 kJ/mol
Gap between HOMO and LUMO   6.409 eV

---

5.
This record from the Open Molecules 2025 dataset describes an isolated ion of composition C30H45N4O3 and charge +1. The level of theory is wB97M-V/def2-TZVPD.

ORCA input file:
```
! RIJCOSX wB97M-V def2-TZVPD def2/J DEFGRID3
* xyz 1 1
C 4.1724 -3.3532 -0.1880
N 3.2181 -4.2465 0.5246
C 1.8826 -4.2640 -0.1359
N 0.8134 -3.8901 0.8077
N 0.7126 -4.4392 2.0409
C -0.3456 -3.8520 2.6346
C -0.8585 -4.1559 4.0802
O -2.2246 -4.6149 3.9805
C -2.3572 -5.6593 3.0034
N -0.9312 -2.9155 1.7529
C -2.1053 -2.0842 2.0968
C -3.3721 -2.3202 1.1656
O -3.6977 -1.0657 0.5534
C -4.4489 -0.2354 1.4438
C -4.5981 1.2204 0.7757
O -4.1331 1.2651 -0.5810
C -2.9007 1.8989 -0.6887
C -1.7689 1.7334 0.2127
C -0.4778 2.4286 -0.0113
C -0.2728 3.3151 -1.1522
C 1.0612 4.0811 -1.5028
C 0.6097 5.5880 -1.8398
C 1.6413 3.5021 -2.8545
C 2.0926 4.1985 -0.3069
C 3.2320 3.1053 -0.2401
C 4.4829 3.4234 -1.1954
C 2.7310 1.6055 -0.3844
C 3.8405 3.2043 1.2588
C -1.4420 3.5239 -2.0568
C -2.7203 2.8318 -1.8254
C -0.1795 -2.9853 0.5914
C -0.5112 -2.1424 -0.6432
C -1.5740 -2.6398 -1.5525
C -2.0222 -1.9271 -2.7358
C -1.4010 -0.6366 -3.0729
C -0.3217 -0.1596 -2.2024
C 0.1321 -0.8825 -1.0074
H 3.6887 -2.4888 -0.7245
H 4.8463 -3.9651 -0.8419
H 4.8468 -2.8842 0.5894
H 3.1408 -3.8915 1.4792
H 1.7470 -5.3282 -0.4939
H 1.9007 -3.6268 -1.0561
H -0.2397 -4.9210 4.6122
H -0.8847 -3.1820 4.6385
H -3.2124 -6.3166 3.3196
H -1.4522 -6.3362 2.9530
H -2.6337 -5.2706 1.9772
H -2.4178 -2.2290 3.1622
H -1.7860 -1.0049 2.0120
H -3.2196 -3.1328 0.4144
H -4.2385 -2.6065 1.8323
H -5.4614 -0.6645 1.6974
H -3.9311 -0.0602 2.4369
H -5.7071 1.4337 0.7319
H -4.1338 2.0136 1.4136
H -1.8857 1.0379 1.0837
H 0.3629 2.2763 0.7003
H 1.5837 6.1604 -1.9339
H 0.0533 6.0648 -0.9943
H 0.1112 5.6774 -2.8363
H 0.9472 3.8545 -3.6772
H 1.6494 2.3846 -2.9265
H 2.6477 3.9307 -3.1330
H 2.5314 5.2311 -0.2633
H 1.4891 4.0857 0.6454
H 4.3608 2.7310 -2.0836
H 5.4527 3.1380 -0.7174
H 4.4757 4.4879 -1.5459
H 1.8134 1.4822 -1.0091
H 3.6123 1.0160 -0.7799
H 2.5123 1.1653 0.6327
H 4.0094 2.2020 1.7247
H 3.1831 3.8602 1.9046
H 4.8236 3.7587 1.2062
H -1.4167 4.1993 -2.9414
H -3.5841 3.0071 -2.5179
H -2.0484 -3.6179 -1.2913
H -2.8367 -2.3785 -3.3518
H -1.7653 -0.0769 -3.9625
H 0.1501 0.8149 -2.4589
H 0.9573 -0.4870 -0.3727
*
```

SMILES   CNCn1nc(COC)[n+](CCOCCOc2ccc(C(C)(C)CC(C)(C)C)cc2)c1-c1ccccc1
Gap between HOMO and LUMO   7.803 eV

---

These records have max |F| values of 3.71 2.36 4.81 1.66 3.16 eV/A, in the order they appear.
These records have electronic energy values of -113736.073 -178901.928 -112046.031 -78192.123 -43931.215 eV, in the order they appear.